Entry from the Open Molecules 2025 dataset: a molecular structure, C18H26ClN2O at a distorted geometry (ωB97M-V/def2-TZVPD).

Last column: natural (NBO) charge in e.
Geometry (Å):
O -1.963 -1.382 -2.705  -0.5679
C -2.309 -1.690 -1.609  0.7019
N -1.296 -2.063 -0.614  -0.5104
C 0.126 -2.083 -1.197  -0.2853
H 0.127 -2.299 -2.455  0.3030
C 0.963 -0.654 -0.969  -0.1612
N 0.918 -0.193 0.507  -0.3032
H 1.402 -1.327 0.959  0.4316
C -0.377 -0.349 0.965  -0.2790
H -0.508 -0.063 2.012  0.2516
C -1.158 -1.650 0.912  -0.1499
H -2.125 -1.529 1.074  0.2430
H -0.820 -2.411 1.106  0.1796
H -0.962 0.506 0.548  0.2418
C 1.871 0.666 0.833  -0.2312
C 3.281 0.477 0.801  -0.3644
C 4.133 1.358 1.429  -0.4277
C 3.927 2.846 1.340  -0.3876
H 3.029 2.894 1.983  0.1971
C 3.724 3.229 -0.014  -0.4290
H 3.758 4.198 -0.190  0.2278
C 2.539 2.700 -0.632  -0.3992
H 2.011 3.362 -1.252  0.2346
H 2.746 1.938 -1.383  0.1868
C 1.559 1.775 0.179  -0.4045
H 1.127 2.759 0.900  0.2370
H 0.462 1.961 -0.562  0.2573
H 4.631 2.747 -0.575  0.2007
H 4.808 3.437 1.764  0.2497
H 4.084 1.083 2.609  0.2124
H 5.271 0.934 1.290  0.2505
H 3.487 -0.749 1.046  0.2105
H 3.545 0.326 -0.247  0.2138
H 1.627 0.944 1.866  0.2360
H 1.999 -0.831 -1.306  0.2383
H 0.477 -0.047 -1.306  0.1460
H 0.704 -3.037 -0.731  0.2178
C -3.672 -1.429 -0.926  -0.1611
C -4.006 -2.615 -0.180  -0.2551
C -5.265 -2.559 0.329  -0.0219
C -6.384 -1.523 -0.277  -0.1456
C -5.733 -0.463 -0.964  -0.1914
C -4.384 -0.565 -1.579  -0.1477
H -4.086 0.205 -2.359  0.2614
H -6.321 0.046 -1.511  0.1887
H -7.410 -1.708 -0.051  0.2407
Cl -6.029 -3.806 1.154  0.0593
H -3.530 -3.362 -0.008  0.2042

charge: +1
LUMO: -3.6 eV
DFT total energy: -1345.57233 Ha
gap between HOMO and LUMO: 8.089 eV